No. 1
{
  "formula": "C19H31NO2",
  "method": "ωB97M-V/def2-TZVPD",
  "de_lowest_kcal_mol": 35.7,
  "largest_force_ev_per_a": 0.6,
  "spin_multiplicity": 1,
  "lumo_ev": 0.86,
  "orbital_gap_ev": 9.1,
  "total_energy_ev": -25790.68289,
  "symbols": ["H", "H", "H", "C", "C", "C", "H", "H", "H", "C", "C", "O", "H", "N", "H", "C", "O", "C", "H", "H", "H", "C", "H", "C", "H", "H", "H", "C", "C", "C", "H", "C", "H", "C", "H", "C", "H", "H", "H", "H", "H", "C", "C", "H", "C", "H", "H", "H", "H", "H", "H", "C", "H"],
  "xyz": [[4.0238, 2.9320, -2.0348], [-5.7098, -1.8237, 1.8490], [-1.6739, 2.1196, 3.5124], [-0.6828, 1.7486, 1.6532], [3.3541, -1.3818, -0.9585], [-2.7896, -0.0736, 1.1698], [0.1302, -2.4349, -1.3161], [-0.5011, 0.4567, -2.1293], [0.0536, 1.1607, -0.2460], [-4.7105, -0.6183, -0.3303], [-0.8113, -0.5665, -1.8907], [-1.8510, -0.6001, -0.9464], [0.2629, 3.3071, 2.7775], [3.3028, 0.0568, -0.8943], [3.2127, 0.8540, -2.8161], [2.5962, -1.9133, -2.1871], [1.3883, -1.2470, -2.4554], [3.9431, 0.7417, -2.0117], [1.3803, 2.1595, 2.0346], [2.8999, -1.7717, -0.0428], [4.7963, 0.1632, -2.4002], [-3.9314, -1.0514, 0.9190], [3.1938, -1.7653, -3.0892], [-2.7128, 0.6692, 2.3377], [5.5074, 2.1532, -1.4862], [4.8508, 0.2314, 0.5581], [-2.7136, -2.5042, -0.1413], [3.8455, 0.6264, 0.3232], [-4.9239, -1.1092, 2.0860], [-3.3634, -2.4645, 0.7260], [3.1842, 0.4077, 1.1651], [-1.6859, 1.5647, 2.5855], [-5.1073, 0.3858, -0.1935], [0.4471, 2.7044, 1.8916], [-3.4721, 0.5607, 3.0935], [3.9192, 2.1096, -0.0135], [-1.2329, -1.0131, -2.7953], [4.5755, 2.6622, 0.6561], [-4.1748, -3.1752, 0.5832], [-4.4389, -1.4383, 3.0022], [2.4217, -2.9930, -2.0534], [-1.7634, 0.1167, 0.2213], [4.4188, 2.0960, -1.4608], [-5.3927, -0.1425, 2.2549], [0.4106, -1.3776, -1.4492], [-5.5419, -1.2982, -0.5052], [0.5740, 3.3684, 1.0379], [-4.0700, -0.6225, -1.2051], [-2.7935, -2.7618, 1.6043], [2.9203, 2.5409, 0.0335], [0.7787, -0.9940, -0.4905], [-0.7347, 1.0134, 0.4757], [4.3915, -1.7691, -1.0083]]
}

---

No. 2
{
  "formula": "C5H7NS",
  "method": "ωB97M-V/def2-TZVPD",
  "de_lowest_kcal_mol": 81.1,
  "largest_force_ev_per_a": 5.1,
  "spin_multiplicity": 1,
  "lumo_ev": 0.73,
  "orbital_gap_ev": 9.2,
  "total_energy_ev": -17620.13044,
  "symbols": ["H", "S", "C", "C", "H", "H", "H", "H", "C", "H", "C", "H", "N", "C"],
  "xyz": [[-2.6254, 1.6453, -0.2794], [-0.4084, 0.7756, -0.3887], [2.5790, -0.2115, -0.3680], [2.6714, 1.1419, -0.1369], [2.1277, 2.0338, -0.2272], [-2.6832, -0.0115, 0.1374], [1.8552, -1.8390, 1.0606], [-0.4189, -1.2260, 1.2768], [-2.1582, 0.8463, 0.2443], [2.8750, -0.5485, -1.3331], [1.5544, -1.0221, 0.3495], [-2.0055, 1.1447, 1.3457], [3.6962, 0.5978, 0.3833], [0.2757, -0.5799, 0.5489]]
}

---

No. 3
{
  "formula": "C3H3NO",
  "method": "ωB97M-V/def2-TZVPD",
  "de_lowest_kcal_mol": 91.4,
  "largest_force_ev_per_a": 1.9,
  "spin_multiplicity": 1,
  "lumo_ev": -0.18,
  "orbital_gap_ev": 9.4,
  "total_energy_ev": -6692.52691,
  "symbols": ["C", "C", "H", "N", "H", "H", "C", "O"],
  "xyz": [[2.0032, 0.4304, -0.1942], [0.1892, -0.2722, 0.0246], [-1.4718, -0.7753, 1.0539], [3.1009, 0.0764, -0.2787], [-1.5890, -0.9091, -0.6812], [-1.7446, 0.7418, 0.0744], [-1.2590, -0.2335, 0.1212], [0.7713, 0.9415, -0.1200]]
}

---

No. 4
{
  "formula": "C2H4O3S",
  "method": "ωB97M-V/def2-TZVPD",
  "de_lowest_kcal_mol": 61.2,
  "largest_force_ev_per_a": 4.3,
  "spin_multiplicity": 1,
  "lumo_ev": 0.18,
  "orbital_gap_ev": 10.1,
  "total_energy_ev": -19113.16792,
  "symbols": ["S", "O", "O", "C", "H", "C", "H", "H", "O", "H"],
  "xyz": [[-1.1945, -1.3574, 0.3441], [0.0131, 0.3510, -0.8608], [-2.1288, -1.7954, -0.6553], [-0.9761, 0.6637, 0.0331], [-1.8394, 1.1492, -0.3558], [0.7753, -0.7399, -0.4415], [-0.5986, 1.2750, 0.8512], [1.1694, -0.6322, 0.6099], [-1.2566, -1.9853, 1.6756], [1.1821, -1.3457, -1.2300]]
}

---

No. 5
{
  "formula": "C6H7N3O",
  "method": "ωB97M-V/def2-TZVPD",
  "de_lowest_kcal_mol": 47.3,
  "largest_force_ev_per_a": 6.8,
  "spin_multiplicity": 1,
  "lumo_ev": 0.54,
  "orbital_gap_ev": 9.6,
  "total_energy_ev": -12851.02519,
  "symbols": ["H", "O", "C", "C", "C", "C", "C", "H", "H", "C", "H", "N", "N", "H", "H", "H", "N"],
  "xyz": [[-3.6053, -0.2727, -2.5037], [-1.6698, -1.4756, -1.7463], [-1.8598, -0.4350, -1.2864], [0.0656, 0.0633, 0.1152], [1.9780, 0.7663, 1.4590], [0.6878, 1.0681, 0.9076], [1.7964, -1.3595, 0.4555], [-1.8336, 1.1774, 0.1624], [3.3061, -0.8914, 1.8185], [2.5058, -0.5618, 1.2175], [0.1694, 2.1600, 1.0849], [0.6574, -1.1417, -0.1246], [-3.0671, 0.2557, -1.6158], [2.6724, 1.6501, 2.0446], [-2.8011, 1.1545, -1.7671], [2.1810, -2.5322, 0.2234], [-1.1832, 0.3744, -0.4446]]
}

---

No. 6
{
  "formula": "C12H42O9",
  "method": "ωB97M-V/def2-TZVPD",
  "de_lowest_kcal_mol": 72.9,
  "largest_force_ev_per_a": 2.3,
  "spin_multiplicity": 1,
  "lumo_ev": 0.24,
  "orbital_gap_ev": 10.1,
  "total_energy_ev": -31550.25479,
  "symbols": ["H", "H", "C", "H", "O", "O", "H", "C", "C", "C", "C", "C", "H", "H", "H", "H", "C", "H", "C", "H", "H", "H", "H", "H", "H", "H", "H", "H", "H", "H", "H", "H", "O", "C", "H", "H", "H", "O", "C", "H", "H", "H", "H", "H", "O", "O", "H", "H", "O", "O", "H", "H", "C", "H", "O", "H", "H", "C", "H", "H", "H", "H", "H"],
  "xyz": [[-3.6075, 4.0796, 2.6577], [1.5303, 2.1405, -1.1940], [-1.7464, -3.4849, 0.8664], [5.1145, -0.3982, -3.3990], [0.2441, -0.6428, -0.0056], [0.8572, -0.4287, 3.5087], [-2.3713, -1.7553, -3.9016], [2.8709, 2.7505, 1.7736], [-1.9841, -1.5175, -2.9108], [4.4267, -1.2231, -3.5846], [-2.8364, -0.6881, -1.9422], [-1.7560, 2.9799, 2.7585], [-3.2827, 0.7401, -3.5146], [-2.5822, 1.0907, 2.6042], [-2.3925, 5.0035, 3.5497], [2.4346, -0.3912, -2.9477], [-2.5464, 4.3227, 2.7125], [0.9942, -2.3315, -0.3762], [-3.0449, 0.7592, -2.4510], [3.2141, 0.7302, 2.5494], [2.2982, -1.9855, -3.5638], [-0.5646, -2.4529, 2.2912], [-3.9142, 1.0670, -1.8698], [3.3888, -0.1717, 0.7102], [-1.2373, 1.3072, 1.3876], [4.8639, -1.8641, -1.8309], [-2.1615, 4.9506, 1.9090], [0.9682, -3.7939, -0.7669], [-0.6828, -0.4545, -0.1525], [-3.8105, -1.1738, -2.0001], [1.8196, 2.4741, 1.8547], [-2.0107, -2.5235, -2.4921], [-0.4330, 3.4158, 2.8245], [-2.1289, 1.7324, 1.8486], [-0.9770, -1.1480, -3.1039], [3.0373, 3.4429, 2.5988], [-1.2179, -3.2932, -0.0675], [0.6437, 1.7871, -1.1217], [2.8900, -1.0756, -3.6634], [-2.3320, 1.5198, -2.1328], [-2.2026, -3.0493, 2.7437], [4.7511, -1.6250, -4.5444], [0.8253, 0.1432, 2.7417], [-2.5735, -1.7540, -0.3583], [-2.3784, -0.8448, -0.5968], [1.5480, -3.1103, -0.4313], [-1.8168, 2.5609, 3.7629], [-0.2337, 3.8104, 1.9723], [4.8024, -2.2376, -2.7131], [-3.1295, -3.6720, 0.4611], [-1.5075, -4.4879, 1.2198], [2.6183, -0.6911, -4.6464], [3.6709, 1.4266, 1.8462], [-2.0000, -1.4965, 1.9729], [3.4809, 0.7778, 0.6025], [-3.1351, -4.4138, -0.1482], [-2.9306, 2.0141, 1.1660], [-1.6128, -2.5151, 1.9988], [0.7074, -0.0136, -0.5585], [2.9571, 3.1917, 0.7806], [4.7389, 1.5775, 2.0031], [0.1795, 2.1470, -1.8775], [1.2649, -1.2342, 3.1906]]
}